P.
14
Properties=species:S:1:pos:R:3:nbo_charge:R:1 method="wB97M-V/def2-TZVPD" charge=+2
C 1.151 0.484 -2.678 0.489
C 0.275 -0.232 1.907 0.733
C -0.183 1.031 2.316 -0.816
C -0.810 -0.608 -1.758 -0.491
N 0.535 -1.289 1.498 -0.439
N 0.310 0.016 -2.109 -0.171
H 2.034 0.890 -3.189 0.332
H -0.282 1.785 1.572 0.328
H 0.627 1.538 2.905 0.353
H -0.954 0.865 3.060 0.343
H -1.433 -0.818 -2.625 0.307
H -1.455 0.071 -1.184 0.272
H -0.628 -1.514 -1.319 0.263
H 0.816 -2.219 1.605 0.498

Q.
14
Properties=species:S:1:pos:R:3:nbo_charge:R:1 method="wB97M-V/def2-TZVPD" charge=+2
C -0.303 0.179 2.516 0.483
C 0.871 0.183 -1.465 0.676
C 2.136 -0.076 -0.995 -0.826
C -2.009 -0.114 0.795 -0.498
N -0.009 0.358 -2.148 -0.395
N -0.980 0.102 1.612 -0.178
H 0.315 0.174 3.401 0.326
H 2.541 -0.892 -1.663 0.352
H 2.381 -0.335 0.064 0.330
H 2.723 0.858 -0.982 0.348
H -2.767 -0.873 1.191 0.323
H -1.624 -0.801 -0.073 0.262
H -2.492 0.756 0.525 0.283
H -0.783 0.482 -2.777 0.513

Which structure is most stable? P, by 0.0166 hartree over the runner-up.

P.
15
Properties=species:S:1:pos:R:3:nbo_charge:R:1 method="wB97M-V/def2-TZVPD" charge=+1
C -0.668 -1.551 0.257 0.367
C 0.290 0.174 -1.266 -0.137
C -0.258 0.726 0.085 0.120
C 0.946 1.295 0.793 -0.673
N -0.879 -0.419 0.758 -0.566
N 0.099 -1.596 -0.812 -0.577
Br -1.812 2.069 -0.343 0.051
H -1.142 -2.498 0.691 0.260
H -0.483 0.194 -2.018 0.251
H 1.355 0.297 -1.478 0.259
H 0.582 1.280 1.860 0.239
H 1.342 2.277 0.353 0.279
H 1.797 0.531 0.734 0.240
H -1.419 -0.292 1.602 0.452
H 0.250 -2.488 -1.215 0.434

Q.
15
Properties=species:S:1:pos:R:3:nbo_charge:R:1 method="wB97M-V/def2-TZVPD" charge=+1
C -1.447 0.961 0.538 0.023
C 1.088 -0.496 1.097 0.082
C -3.426 1.659 -0.686 -0.056
C 1.876 -1.509 -0.894 -0.437
N -2.419 1.474 0.056 -0.351
N 2.099 -0.952 0.404 -0.445
Br 0.070 2.042 1.059 0.074
H 1.236 -0.237 2.135 0.233
H 0.063 -0.511 0.686 0.247
H -4.275 2.017 -0.101 0.222
H -3.397 1.657 -1.791 0.231
H 0.976 -1.053 -1.326 0.240
H 2.864 -1.324 -1.471 0.251
H 1.704 -2.635 -0.643 0.243
H 2.988 -1.093 0.936 0.443

Which structure is most stable? P, by 0.0895 hartree over the runner-up.

P.
The following is a quantum chemistry calculation of a cluster of 2 separate species, CH5NO3S in total, from OMol25.

The geometry in XYZ format:
```
11
Properties=species:S:1:pos:R:3:nbo_charge:R:1
N -2.831 0.625 0.739 -1.095
S -2.373 -0.529 1.567 2.303
O -2.610 -1.845 1.059 -0.814
O -1.839 -0.387 2.897 -0.832
H -2.458 1.585 0.856 0.427
C 0.356 0.073 -0.241 -0.202
O -0.480 0.303 -1.283 -0.719
H 0.836 1.076 0.196 0.156
H 1.096 -0.662 -0.599 0.198
H -0.235 -0.437 0.634 0.099
H -1.375 0.629 -0.956 0.480
```

Q.
The following is a quantum chemistry calculation of the molecule CH5NO3S, from OMol25.

The geometry in XYZ format:
```
11
Properties=species:S:1:pos:R:3:nbo_charge:R:1
O -1.190 0.975 -0.872 -0.704
C -0.352 0.404 0.063 0.913
O -0.289 1.121 1.223 -0.712
O -0.835 -1.157 0.634 -0.884
N 0.865 0.179 -0.582 -0.785
S 2.297 -0.460 0.025 0.187
H -1.538 1.830 -0.541 0.507
H -0.581 0.579 1.928 0.515
H -1.466 -1.641 0.100 0.470
H 0.741 -0.028 -1.493 0.388
H 2.348 -1.801 -0.486 0.105
```

Which structure is most stable? Q, by 0.0446 hartree over the runner-up.

P.
The following is a quantum chemistry calculation of a cluster of 9 separate species, C18H54O18 in total, from OMol25.

The geometry in XYZ format:
```
90
Properties=species:S:1:pos:R:3:mulliken_charge:R:1
O 25.504 -7.487 -6.096 -0.590
C 24.546 -7.019 -5.147 0.766
C 25.176 -6.081 -4.135 -0.710
O 25.404 -4.761 -4.607 -0.601
H 25.913 -6.716 -6.500 0.321
H 23.719 -6.553 -5.691 -0.054
H 24.177 -7.871 -4.583 -0.145
H 26.125 -6.556 -3.839 0.528
H 24.645 -6.043 -3.181 0.215
H 26.298 -4.662 -4.941 0.320
O 20.418 -9.913 -6.533 -0.325
C 19.031 -10.196 -6.410 -0.208
C 18.751 -11.589 -5.917 -0.147
O 18.466 -12.413 -7.051 -0.557
H 20.737 -10.150 -7.408 0.208
H 18.615 -9.466 -5.709 0.034
H 18.479 -10.035 -7.341 0.407
H 17.900 -11.573 -5.230 0.336
H 19.626 -11.960 -5.378 0.039
H 18.613 -13.334 -6.819 0.315
O 22.698 -12.848 -4.783 -0.541
C 23.926 -12.194 -4.493 -0.678
C 23.825 -10.705 -4.679 -0.055
O 23.197 -10.184 -3.513 -0.512
H 22.033 -12.475 -4.195 0.293
H 24.237 -12.402 -3.464 0.274
H 24.674 -12.617 -5.165 0.384
H 23.191 -10.510 -5.553 0.180
H 24.803 -10.243 -4.861 0.346
H 22.785 -9.341 -3.733 0.112
O 15.839 -5.141 -3.697 -0.540
C 16.417 -6.037 -2.740 -0.525
C 17.589 -5.441 -2.018 0.297
O 17.154 -4.491 -1.053 -0.597
H 15.897 -4.257 -3.321 0.345
H 15.628 -6.321 -2.033 0.323
H 16.709 -6.934 -3.287 0.244
H 18.271 -4.989 -2.747 0.124
H 18.137 -6.264 -1.540 -0.123
H 17.972 -4.206 -0.617 0.408
O 19.393 -4.785 -7.288 -0.375
C 19.203 -3.426 -7.692 -0.012
C 18.102 -3.256 -8.705 -0.753
O 16.824 -3.343 -8.081 -0.520
H 18.554 -5.087 -6.920 0.238
H 18.922 -2.865 -6.793 0.313
H 20.156 -3.058 -8.061 0.119
H 18.197 -3.992 -9.507 0.308
H 18.206 -2.269 -9.168 0.334
H 16.447 -4.205 -8.267 0.321
O 23.991 -2.003 -6.762 -0.568
C 22.593 -1.993 -6.588 -0.688
C 22.133 -3.228 -5.827 0.004
O 22.937 -3.440 -4.673 -0.436
H 24.382 -1.782 -5.911 0.350
H 22.259 -1.094 -6.050 0.298
H 22.129 -1.962 -7.574 0.284
H 22.286 -4.102 -6.479 0.212
H 21.081 -3.215 -5.550 0.328
H 23.756 -3.878 -4.944 0.209
O 22.622 -2.667 -0.115 -0.602
C 21.808 -3.536 -0.909 0.262
C 20.383 -3.064 -1.009 0.063
O 19.584 -3.504 0.102 -0.594
H 22.865 -1.910 -0.656 0.345
H 22.269 -3.725 -1.886 -0.136
H 21.838 -4.514 -0.426 0.108
H 19.925 -3.480 -1.906 -0.069
H 20.344 -1.973 -1.052 0.365
H 19.813 -2.975 0.871 0.285
O 22.126 -8.213 -1.405 -0.303
C 21.406 -9.208 -0.654 -0.543
C 20.027 -9.324 -1.237 0.017
O 20.027 -9.793 -2.569 -0.510
H 22.975 -8.060 -0.983 0.185
H 21.923 -10.169 -0.703 0.251
H 21.331 -8.891 0.393 0.487
H 19.499 -8.367 -1.154 -0.295
H 19.491 -10.081 -0.662 0.441
H 20.632 -9.298 -3.138 0.377
O 20.648 -6.064 -2.549 -0.362
C 21.168 -5.959 -3.877 0.766
C 20.655 -7.058 -4.778 -0.480
O 21.484 -8.218 -4.666 -0.007
H 21.076 -6.850 -2.176 -0.066
H 20.908 -4.986 -4.277 -0.446
H 22.256 -6.015 -3.788 -0.129
H 20.615 -6.689 -5.810 0.465
H 19.632 -7.313 -4.476 0.201
H 21.253 -8.788 -5.419 0.048
```

Q.
The following is a quantum chemistry calculation of a cluster of 9 separate species, C18H54O18 in total, from OMol25.

The geometry in XYZ format:
```
90
Properties=species:S:1:pos:R:3:mulliken_charge:R:1
O 4.867 -2.006 -4.318 -0.514
C 3.675 -2.741 -4.193 -0.401
C 3.196 -2.394 -2.844 0.388
O 1.923 -2.961 -2.594 -0.538
H 5.411 -2.537 -3.758 0.324
H 2.894 -2.470 -5.094 0.217
H 4.029 -3.841 -4.446 0.266
H 2.966 -1.403 -2.612 -0.213
H 3.795 -2.969 -2.175 0.295
H 1.864 -2.836 -1.670 0.189
O 4.842 2.572 -1.175 -0.497
C 4.021 1.502 -1.516 -0.958
C 2.664 2.003 -2.027 0.100
O 1.686 1.021 -2.473 -0.554
H 5.546 2.423 -1.750 0.316
H 4.611 0.969 -2.225 0.523
H 4.070 0.897 -0.787 0.626
H 2.729 2.691 -2.809 0.363
H 2.289 2.632 -1.182 -0.230
H 2.026 0.528 -3.180 0.169
O -2.253 0.990 3.562 -0.505
C -1.923 2.266 3.884 -0.145
C -2.654 3.395 3.066 -0.175
O -2.082 4.691 3.376 -0.587
H -1.565 0.325 3.697 0.358
H -2.283 2.247 4.917 0.343
H -0.681 2.319 3.906 0.053
H -3.728 3.411 2.855 0.389
H -2.517 3.147 2.099 0.036
H -1.140 4.601 3.782 0.328
O -4.987 -1.334 -3.170 -0.641
C -4.064 -0.918 -4.041 -0.252
C -3.117 -2.119 -4.369 -0.107
O -1.952 -1.603 -4.966 -0.531
H -4.776 -1.355 -2.181 0.326
H -4.334 -0.365 -4.961 0.332
H -3.477 -0.245 -3.463 0.028
H -3.659 -2.860 -5.067 0.313
H -2.827 -2.659 -3.399 0.137
H -1.455 -2.457 -5.132 0.325
O -0.216 -0.606 -1.152 0.120
C -1.400 0.033 -1.195 -0.171
C -1.520 1.298 -0.340 0.221
O -2.711 1.957 -0.604 -0.672
H 0.549 -0.185 -1.655 0.025
H -1.351 0.527 -2.260 0.179
H -2.331 -0.480 -1.266 -0.415
H -0.737 1.960 -0.306 0.684
H -1.684 1.109 0.812 -0.296
H -3.428 1.448 -0.188 0.417
O 2.707 -0.772 1.592 -0.520
C 1.987 -0.850 2.821 -0.827
C 0.840 0.010 2.750 1.129
O 0.142 -0.215 3.913 -0.703
H 3.207 -0.041 1.753 0.250
H 1.657 -1.922 3.062 0.202
H 2.723 -0.590 3.536 0.646
H 0.402 -0.189 1.975 -0.424
H 1.322 1.097 2.836 -0.295
H 0.909 -0.201 4.757 0.390
O -1.111 -4.247 1.896 -0.607
C -0.198 -3.585 1.003 1.217
C 1.241 -4.108 1.382 -1.102
O 2.258 -3.485 0.482 -0.483
H -0.579 -4.353 2.757 0.331
H -0.416 -3.782 -0.079 0.336
H -0.063 -2.503 1.134 -0.686
H 1.416 -5.186 1.224 0.378
H 1.500 -4.223 2.486 0.340
H 2.260 -2.735 0.914 0.296
O 3.799 5.403 1.801 -0.553
C 2.486 5.084 1.310 0.167
C 1.695 4.440 2.338 -0.425
O 0.608 3.752 1.840 -0.247
H 4.284 6.080 1.224 0.331
H 2.158 6.042 0.800 0.325
H 2.478 4.337 0.640 -0.264
H 1.123 5.179 2.964 0.310
H 2.273 3.756 2.900 0.239
H -0.003 4.254 1.419 0.182
O -4.748 -0.209 -0.350 -0.528
C -4.739 -1.021 0.797 -0.930
C -3.619 -2.243 0.600 -0.272
O -3.700 -3.006 1.734 -0.579
H -5.547 0.237 -0.221 0.274
H -4.565 -0.365 1.507 0.596
H -5.610 -1.473 0.939 0.582
H -2.535 -1.884 0.545 -0.127
H -3.903 -2.508 -0.194 0.607
H -2.980 -3.586 1.761 0.455
```

Which structure is most stable? P, by 0.4852 hartree over the runner-up.

P.
14
Properties=species:S:1:pos:R:3:nbo_charge:R:1 method="wB97M-V/def2-TZVPD" charge=+1
C -0.160 1.056 -2.258 0.029
C 0.625 0.002 1.239 -0.328
C -0.324 -0.206 2.089 0.556
N -0.402 1.177 -1.039 -0.713
N 0.853 -0.698 0.097 0.557
N -1.139 -0.634 2.853 -0.464
O 0.158 -1.811 -0.034 -0.470
O 1.720 -0.437 -0.662 -0.221
H -0.448 1.533 -3.181 0.190
H 0.485 0.117 -2.504 0.145
H 0.989 1.089 1.186 0.309
H -0.862 1.980 -0.430 0.389
H -2.073 -0.653 3.240 0.481
H 0.580 -2.517 -0.595 0.539

Q.
14
Properties=species:S:1:pos:R:3:nbo_charge:R:1 method="wB97M-V/def2-TZVPD" charge=+1
C -3.085 0.814 0.359 -0.373
C -2.020 0.150 0.097 0.319
C 2.116 0.036 0.288 0.809
N 2.622 0.568 -0.755 -0.800
N -0.906 -0.374 -0.190 0.272
N 2.203 -0.482 1.344 -0.558
O 0.206 0.238 -0.409 -0.577
O -0.883 -1.758 -0.304 -0.518
H -3.714 1.225 -0.421 0.269
H -3.425 0.968 1.373 0.267
H 3.628 0.596 -0.876 0.460
H 2.006 1.043 -1.402 0.465
H -0.489 -2.016 -1.158 0.499
H 1.742 -1.009 2.053 0.465

Which structure is most stable? Q, by 0.0391 hartree over the runner-up.

P.
75
Properties=species:S:1:pos:R:3:nbo_charge:R:1 method="wB97M-V/def2-TZVPD" charge=+1
C -5.315 -0.377 4.573 -0.609
C -4.302 0.384 3.733 -0.212
N -3.716 -0.501 2.741 -0.619
C -2.625 0.076 1.988 -0.053
C -3.172 1.113 0.997 -0.434
C -2.198 1.364 -0.162 -0.085
N -2.585 2.481 -1.017 -0.846
C -2.072 0.100 -1.028 0.093
O -0.784 -0.079 -1.631 -0.555
C -0.180 1.052 -2.177 0.354
O 0.684 1.600 -1.190 -0.552
C 1.588 2.533 -1.633 0.299
C 2.303 3.194 -0.482 -0.265
N 3.440 2.342 -0.098 -0.823
C 1.865 2.752 -2.912 -0.284
C 1.234 1.957 -4.012 -0.444
C 0.616 0.679 -3.443 -0.065
N 1.659 -0.299 -3.098 -0.860
C -2.351 -1.187 -0.216 0.083
O -3.701 -1.535 -0.178 -0.699
C -1.850 -1.018 1.230 0.091
O -0.479 -0.661 1.105 -0.577
C 0.469 -1.180 1.990 0.365
O 0.574 -2.574 1.983 -0.531
C 0.834 -3.123 0.706 -0.096
C 2.131 -2.570 0.078 0.226
C 2.278 -3.183 -1.319 -0.635
O 3.247 -2.938 0.861 -0.734
C 1.966 -1.026 0.051 -0.132
N 3.017 -0.256 -0.657 -0.647
C 4.411 -0.681 -0.461 -0.421
C 1.784 -0.523 1.498 0.056
O 1.697 0.865 1.546 -0.720
H -5.816 0.298 5.262 0.219
H -6.057 -0.837 3.927 0.217
H -4.826 -1.159 5.151 0.201
H -4.807 1.197 3.205 0.187
H -3.532 0.832 4.388 0.158
H -3.420 -1.358 3.198 0.354
H -1.886 0.577 2.651 0.168
H -3.354 2.056 1.514 0.217
H -4.121 0.738 0.612 0.233
H -1.211 1.597 0.249 0.202
H -3.542 2.356 -1.335 0.362
H -2.558 3.348 -0.491 0.369
H -2.816 0.168 -1.838 0.182
H -0.937 1.808 -2.438 0.215
H 1.624 3.259 0.367 0.218
H 2.612 4.203 -0.767 0.212
H 3.690 2.506 0.871 0.396
H 4.246 2.556 -0.677 0.378
H 2.570 3.516 -3.189 0.227
H 0.465 2.547 -4.515 0.236
H 1.987 1.703 -4.761 0.223
H -0.099 0.259 -4.164 0.202
H 1.188 -1.166 -2.855 0.383
H 2.220 -0.481 -3.925 0.383
H -1.758 -1.984 -0.696 0.170
H -4.016 -1.732 -1.067 0.479
H -1.947 -1.977 1.751 0.206
H 0.252 -0.917 3.036 0.186
H 0.925 -4.199 0.868 0.215
H -0.007 -2.931 0.032 0.183
H 2.502 -4.241 -1.208 0.244
H 1.349 -3.087 -1.873 0.208
H 3.085 -2.730 -1.884 0.212
H 2.948 -3.227 1.732 0.489
H 1.029 -0.794 -0.467 0.280
H 2.717 -0.234 -1.670 0.470
H 2.999 0.786 -0.321 0.488
H 5.055 -0.088 -1.106 0.212
H 4.549 -1.735 -0.680 0.232
H 4.698 -0.517 0.574 0.220
H 2.620 -0.814 2.140 0.201
H 0.911 1.115 1.034 0.492

Q.
75
Properties=species:S:1:pos:R:3:nbo_charge:R:1 method="wB97M-V/def2-TZVPD" charge=+1
C -0.686 -5.292 0.438 -0.605
C 0.819 -4.777 0.066 -0.212
N 0.943 -3.216 0.147 -0.671
H 2.331 -2.834 0.098 0.436
C 0.217 -2.745 -1.111 -0.047
C 1.240 -2.188 -1.862 -0.457
H 0.747 -1.643 -2.541 0.242
H 1.770 -2.937 -2.493 0.222
C 2.258 -1.236 -1.243 -0.112
N 3.122 -2.238 -0.293 -0.699
H 3.637 -2.574 -0.836 0.349
H 3.585 -1.635 0.412 0.439
C 1.656 -0.368 -0.389 0.062
H 1.769 -0.346 0.824 0.242
C 0.115 -0.029 -0.668 0.025
O -0.412 0.810 0.599 -0.702
H -1.069 1.186 0.200 0.466
H -0.036 0.392 -1.444 0.181
C -0.542 -1.251 -0.574 0.102
H -1.026 -1.470 0.638 0.234
O -1.809 -1.368 -1.484 -0.603
C -2.904 -0.347 -1.034 0.372
C -3.377 -0.330 0.297 -0.024
O -3.797 -1.695 0.805 -0.682
H -4.401 -1.917 -0.219 0.446
C -4.443 0.598 0.317 -0.097
N -5.059 0.535 1.664 -0.661
H -4.293 0.765 2.320 0.353
C -6.253 -0.199 2.111 -0.361
H -5.872 -1.265 2.073 0.204
H -6.522 0.218 2.940 0.195
H -7.011 -0.026 1.159 0.180
H -5.307 0.308 -0.322 0.210
C -4.019 1.828 -0.174 0.236
C -5.165 2.910 -0.172 -0.598
H -5.818 2.927 -0.903 0.204
H -5.602 2.987 0.620 0.202
H -4.733 3.986 -0.116 0.209
C -3.393 1.844 -1.530 -0.050
H -3.019 2.864 -1.753 0.227
H -4.069 1.446 -2.114 0.169
O -2.480 0.917 -1.310 -0.553
O -3.043 2.344 0.724 -0.747
H -3.385 2.490 1.569 0.477
H -2.703 -0.069 0.878 0.205
H -3.418 -0.833 -1.906 0.212
O 2.377 0.926 -0.508 -0.580
C 2.732 1.683 0.597 0.407
O 3.543 1.244 1.285 -0.504
C 4.615 1.014 0.838 0.325
C 5.212 1.713 -0.285 -0.289
C 4.434 2.840 -0.878 -0.463
H 4.220 2.577 -1.913 0.236
H 5.121 3.585 -0.850 0.228
C 3.323 3.079 0.169 -0.084
N 2.266 3.973 -0.507 -0.880
H 1.365 3.991 -0.240 0.363
H 2.521 4.774 -0.963 0.366
H 3.586 3.779 0.978 0.229
H 6.289 1.422 -0.386 0.223
C 5.553 -0.267 1.346 -0.238
N 4.588 -1.282 1.840 -0.883
H 5.073 -2.029 2.147 0.374
H 3.707 -0.924 2.509 0.396
H 6.268 -0.687 0.782 0.209
H 6.037 0.093 2.371 0.181
H 1.720 1.903 1.237 0.172
H 3.044 -0.613 -1.702 0.303
H -0.638 -3.291 -1.439 0.271
H 0.388 -2.952 1.445 0.383
H 1.425 -5.072 0.905 0.202
H 1.050 -5.077 -0.838 0.187
H -1.539 -4.872 -0.360 0.199
H -1.027 -4.800 1.203 0.198
H -0.689 -6.519 0.214 0.249

Which structure is most stable? P, by 0.9646 hartree over the runner-up.